# 1
This record from OMol25 describes C3H6O3Tm as an isolated structure. The level of theory is ωB97M-V/def2-TZVPD.

Each line ends with the natural charge from an NBO analysis.
Atoms and positions in Å:
H -0.086 -0.831 0.971  0.569
O -1.601 0.449 1.501  -0.536
C -0.534 1.005 1.330  0.985
O 0.303 1.435 2.126  -0.862
Tm 0.659 2.407 4.449  1.914
O 0.193 0.047 0.389  -0.526
C -0.348 -0.145 -0.962  -0.078
C 0.630 -0.986 -1.736  -0.650
H -0.491 0.860 -1.364  0.220
H -1.319 -0.645 -0.863  0.224
H 1.622 -0.517 -1.770  0.239
H 0.260 -1.085 -2.765  0.270
H 0.711 -1.994 -1.307  0.231

The total charge is +2. As for the spin multiplicity: 4. The HOMO-LUMO gap (alpha / beta) is 7.0 / 6.1 eV. For the total energy, the calculation gives -38857.7473 eV. Its energy relative to the best compared isomer or geometry (same formula, charge and spin) is 0.0000 eV. For the strongest force on any atom, the calculation gives 6.64 eV/Å. For the LUMO energy (alpha / beta), the calculation gives -10.33 / -12.35 eV. Its highest occupied orbital energy (alpha / beta) is -17.292 / -18.435 eV.

# 2
This record from OMol25 describes an isolated ion of composition C9H12N5 and charge +1. The level of theory is ωB97M-V/def2-TZVPD.

Each line ends with the natural charge from an NBO analysis.
Atoms and positions in Å:
C -1.259 1.881 -0.016  0.176
C -3.866 0.221 0.626  0.169
C -1.395 0.478 -0.041  0.116
C -2.609 -0.220 0.094  0.100
C 3.764 1.409 1.008  -0.588
C -3.348 -2.575 -0.179  -0.440
C 3.038 0.878 -0.243  -0.423
C 1.673 0.356 0.209  -0.408
C 0.813 -0.176 -0.993  -0.271
N -1.130 3.009 -0.191  -0.101
N -4.910 0.436 1.013  -0.123
N -1.137 -1.617 -0.687  0.195
N -0.568 -0.424 -0.636  -0.086
N -2.385 -1.539 -0.290  -0.138
H 3.203 2.179 1.421  0.202
H 3.703 0.587 1.723  0.199
H 4.848 1.686 0.842  0.236
H -3.190 -3.189 0.841  0.255
H -4.368 -2.196 -0.327  0.269
H -3.076 -3.303 -0.878  0.253
H 3.721 0.137 -0.679  0.215
H 3.119 1.639 -1.025  0.220
H 1.835 -0.363 0.978  0.226
H 1.211 1.279 0.669  0.220
H 1.220 -1.087 -1.500  0.261
H 1.093 0.513 -1.739  0.266

The total charge is +1. As for the spin multiplicity: 3. The HOMO-LUMO gap (alpha / beta) is 5.7 / 5.8 eV. For the total energy, the calculation gives -16963.6488 eV. Its energy relative to the best compared isomer or geometry (same formula, charge and spin) is 3.6271 eV. For the strongest force on any atom, the calculation gives 7.13 eV/Å. For the LUMO energy (alpha / beta), the calculation gives -5.51 / -9.02 eV. Its highest occupied orbital energy (alpha / beta) is -11.219 / -14.843 eV.

Please write out number 2 again, unchanged.
This record from OMol25 describes an isolated ion of composition C9H12N5 and charge +1. The level of theory is ωB97M-V/def2-TZVPD.

Each line ends with the natural charge from an NBO analysis.
Atoms and positions in Å:
C -1.259 1.881 -0.016  0.176
C -3.866 0.221 0.626  0.169
C -1.395 0.478 -0.041  0.116
C -2.609 -0.220 0.094  0.100
C 3.764 1.409 1.008  -0.588
C -3.348 -2.575 -0.179  -0.440
C 3.038 0.878 -0.243  -0.423
C 1.673 0.356 0.209  -0.408
C 0.813 -0.176 -0.993  -0.271
N -1.130 3.009 -0.191  -0.101
N -4.910 0.436 1.013  -0.123
N -1.137 -1.617 -0.687  0.195
N -0.568 -0.424 -0.636  -0.086
N -2.385 -1.539 -0.290  -0.138
H 3.203 2.179 1.421  0.202
H 3.703 0.587 1.723  0.199
H 4.848 1.686 0.842  0.236
H -3.190 -3.189 0.841  0.255
H -4.368 -2.196 -0.327  0.269
H -3.076 -3.303 -0.878  0.253
H 3.721 0.137 -0.679  0.215
H 3.119 1.639 -1.025  0.220
H 1.835 -0.363 0.978  0.226
H 1.211 1.279 0.669  0.220
H 1.220 -1.087 -1.500  0.261
H 1.093 0.513 -1.739  0.266

The total charge is +1. As for the spin multiplicity: 3. The HOMO-LUMO gap (alpha / beta) is 5.7 / 5.8 eV. For the total energy, the calculation gives -16963.6488 eV. Its energy relative to the best compared isomer or geometry (same formula, charge and spin) is 3.6271 eV. For the strongest force on any atom, the calculation gives 7.13 eV/Å. For the LUMO energy (alpha / beta), the calculation gives -5.51 / -9.02 eV. Its highest occupied orbital energy (alpha / beta) is -11.219 / -14.843 eV.

Please write out number 2 again, unchanged.
This record from OMol25 describes an isolated ion of composition C9H12N5 and charge +1. The level of theory is ωB97M-V/def2-TZVPD.

Each line ends with the natural charge from an NBO analysis.
Atoms and positions in Å:
C -1.259 1.881 -0.016  0.176
C -3.866 0.221 0.626  0.169
C -1.395 0.478 -0.041  0.116
C -2.609 -0.220 0.094  0.100
C 3.764 1.409 1.008  -0.588
C -3.348 -2.575 -0.179  -0.440
C 3.038 0.878 -0.243  -0.423
C 1.673 0.356 0.209  -0.408
C 0.813 -0.176 -0.993  -0.271
N -1.130 3.009 -0.191  -0.101
N -4.910 0.436 1.013  -0.123
N -1.137 -1.617 -0.687  0.195
N -0.568 -0.424 -0.636  -0.086
N -2.385 -1.539 -0.290  -0.138
H 3.203 2.179 1.421  0.202
H 3.703 0.587 1.723  0.199
H 4.848 1.686 0.842  0.236
H -3.190 -3.189 0.841  0.255
H -4.368 -2.196 -0.327  0.269
H -3.076 -3.303 -0.878  0.253
H 3.721 0.137 -0.679  0.215
H 3.119 1.639 -1.025  0.220
H 1.835 -0.363 0.978  0.226
H 1.211 1.279 0.669  0.220
H 1.220 -1.087 -1.500  0.261
H 1.093 0.513 -1.739  0.266

The total charge is +1. As for the spin multiplicity: 3. The HOMO-LUMO gap (alpha / beta) is 5.7 / 5.8 eV. For the total energy, the calculation gives -16963.6488 eV. Its energy relative to the best compared isomer or geometry (same formula, charge and spin) is 3.6271 eV. For the strongest force on any atom, the calculation gives 7.13 eV/Å. For the LUMO energy (alpha / beta), the calculation gives -5.51 / -9.02 eV. Its highest occupied orbital energy (alpha / beta) is -11.219 / -14.843 eV.